# C19H14FN3O2S

A molecular structure, C19H14FN3O2S at a distorted geometry (ωB97M-V/def2-TZVPD, the OMol25 dataset).

XYZ file:
```
40
Properties=species:S:1:pos:R:3:forces:R:3:lowdin_charge:R:1
C -0.9656 1.6444 4.0851 7.246 4.592 -3.065 -0.01
C -0.9431 1.5035 2.4829 0.423 0.436 6.686 -0.38
N -1.5151 0.5128 1.8431 -0.741 -0.529 6.103 0.21
C -1.4941 0.5513 0.6203 0.693 2.060 -5.406 -0.23
C -0.8838 1.6001 -0.1674 1.971 1.002 9.316 -0.19
C -0.0344 2.4736 0.7275 -0.750 0.262 -2.416 -0.28
N -0.1732 2.4915 2.1561 0.947 0.448 -7.323 0.13
S 1.2742 3.5876 -0.1879 -0.976 -1.683 2.511 0.87
C 2.6553 2.9391 0.8839 -3.704 -3.080 -0.241 -0.35
H 3.5052 3.1424 0.4535 4.692 2.222 -2.111 0.00
C 2.7030 1.3343 0.9728 -3.277 5.235 -8.030 -0.53
O 2.5465 0.8529 1.9811 0.379 -4.273 6.804 0.15
N 2.1999 0.8444 -0.2880 3.877 1.245 -2.186 0.05
C 1.9494 -0.5299 -0.6058 -0.765 3.715 -4.531 -0.25
C 1.7439 -0.6991 -2.0405 -5.439 -9.584 11.016 0.02
C 1.2032 -1.9789 -2.2204 -0.667 -0.102 -6.060 0.00
C 0.5271 -2.8624 -1.3379 5.376 8.611 3.453 -0.39
C 0.7438 -2.5594 0.0389 2.121 4.162 -10.401 0.03
C 1.4265 -1.4316 0.2088 0.481 1.345 9.760 -0.07
H 1.5178 -1.1948 1.4908 -0.062 -0.322 -4.017 0.20
H 0.3573 -3.1491 0.6134 -3.789 -6.100 7.325 0.03
F 0.2315 -3.9799 -1.6619 -3.060 -7.755 -2.969 0.21
H 1.2299 -2.2571 -3.4033 -0.386 0.061 2.885 0.16
H 2.2584 -0.1525 -2.5313 5.751 6.568 -7.448 0.00
H 2.6290 1.5241 -1.2734 -1.837 -2.929 4.223 0.25
H 2.5473 3.1906 1.8831 -0.069 1.080 1.690 0.05
O -0.8700 1.2358 -1.3629 3.541 3.976 -6.949 0.14
C -1.3170 0.0548 -1.6416 -1.453 1.558 12.291 -0.29
C -1.7104 -0.5866 -2.5802 -1.588 -3.741 -15.271 -0.05
C -2.5171 -1.8016 -2.5790 5.369 3.267 -10.593 -0.12
C -2.8730 -2.1951 -1.4864 -6.622 -5.321 9.709 -0.17
C -2.7410 -1.4193 -0.3052 -1.220 -3.072 3.731 0.00
C -1.9067 -0.4087 -0.3171 1.158 0.609 -2.260 -0.08
H -3.1869 -1.8208 0.7572 0.969 1.161 -2.913 0.18
H -3.5977 -3.0759 -1.3389 1.451 1.001 -0.507 0.15
H -2.5219 -2.3788 -3.5852 -0.501 1.098 1.994 0.16
H -1.3776 -0.1444 -3.8148 -1.032 -1.347 3.835 0.22
H 0.0571 1.2722 4.6742 -2.094 1.149 -2.149 0.14
H -1.0992 2.7664 4.3382 0.191 -2.032 -0.409 0.10
H -1.5782 1.1041 4.5182 -6.606 -4.993 3.921 -0.06
```
Forces are in eV/Å.

Results
Kohn-Sham gap   7.967 eV
LUMO   -0.19 eV
HOMO energy   -8.153 eV